1.
{
  "formula": "C5H9NO",
  "method": "ωB97M-V with the def2-TZVPD basis set",
  "symbols": ["O", "N", "C", "C", "C", "C", "C", "H", "H", "H", "H", "H", "H", "H", "H", "H"],
  "xyz": [[1.4886, -1.2523, -1.8513], [0.0504, 0.5164, 1.6778], [1.6239, -0.5137, -0.6929], [-1.7982, -0.4788, 0.1640], [-1.0727, 0.6846, 0.7912], [0.8698, 0.6573, -0.8081], [0.2911, 1.1886, 0.3810], [-1.7392, 1.4865, 1.1046], [0.4162, 2.2611, 0.4946], [1.3961, -0.2112, -2.5152], [2.7067, -0.3274, -0.5297], [-2.4891, -0.9037, 0.8998], [-1.1282, -1.2756, -0.1679], [1.4050, -1.2377, 0.0983], [-2.3886, -0.1481, -0.6963], [0.3682, -0.4462, 1.6501]],
  "max_force_ev_per_a": 5.844,
  "multiplicity": 1,
  "total_energy_ev": -8862.4700,
  "gap_ev": 8.322
}


2.
{
  "formula": "C4H8N2O2",
  "method": "ωB97M-V with the def2-TZVPD basis set",
  "symbols": ["O", "O", "N", "N", "C", "C", "C", "C", "H", "H", "H", "H", "H", "H", "H", "H"],
  "xyz": [[2.1688, -0.8858, -0.6359], [-0.7111, 1.1299, 0.3492], [-0.6414, -1.8489, 1.1249], [1.5449, 1.7476, 0.8240], [-0.0861, -1.3560, -0.0133], [0.7562, 0.8689, 0.3624], [0.9512, -0.4636, -0.1257], [-1.4399, 1.2721, -0.8662], [2.2119, 1.3839, 1.5075], [-0.6802, -1.2103, 1.9143], [-2.3626, 0.6941, -0.7550], [-1.4222, -2.4855, 1.0142], [-0.2844, -2.0053, -0.8654], [-0.9202, 0.9634, -1.7809], [2.6079, -0.1355, -1.0700], [-1.6928, 2.3312, -0.9841]],
  "max_force_ev_per_a": 2.604,
  "smiles": "[H]/N=C(OC)\\C(O)=C/N",
  "multiplicity": 1,
  "total_energy_ev": -11349.4358,
  "gap_ev": [7.680, 7.678]
}


3.
{
  "formula": "C38H58F6N10O12P2S",
  "method": "ωB97M-V with the def2-TZVPD basis set",
  "symbols": ["S", "P", "P", "F", "F", "F", "F", "F", "F", "O", "O", "O", "O", "O", "O", "O", "O", "O", "O", "O", "O", "N", "N", "N", "N", "N", "N", "N", "N", "N", "N", "C", "C", "C", "C", "C", "C", "C", "C", "C", "C", "C", "C", "C", "C", "C", "C", "C", "C", "C", "C", "C", "C", "C", "C", "C", "C", "C", "C", "C", "C", "C", "C", "C", "C", "C", "C", "C", "C", "H", "H", "H", "H", "H", "H", "H", "H", "H", "H", "H", "H", "H", "H", "H", "H", "H", "H", "H", "H", "H", "H", "H", "H", "H", "H", "H", "H", "H", "H", "H", "H", "H", "H", "H", "H", "H", "H", "H", "H", "H", "H", "H", "H", "H", "H", "H", "H", "H", "H", "H", "H", "H", "H", "H", "H", "H", "H"],
  "xyz": [[3.7330, 0.0480, -0.6936], [0.0943, 1.4342, 0.5531], [-1.9235, 1.7641, 1.5971], [-0.8883, -0.1570, 3.3321], [5.2746, 2.0090, -1.4885], [1.5418, -0.0924, 5.8725], [3.3049, 2.2419, -2.3227], [0.3758, -1.7777, 5.0052], [4.6463, 0.7484, -3.1267], [-1.5584, 0.0758, -1.3104], [4.1426, 0.6379, 0.5462], [2.8015, -2.6479, 0.5985], [0.1369, -0.2531, 0.7696], [2.1531, -1.3547, 2.3186], [1.3424, 3.8935, -0.3586], [2.5452, 5.0047, 1.1774], [4.4199, -1.1362, -1.1400], [-2.8586, 0.5949, 1.4626], [0.8534, -0.8719, -4.9973], [-4.3890, -0.1128, -3.6358], [1.5294, 1.2658, -0.5023], [3.2590, -3.2222, 8.1575], [-1.1586, 2.6771, -5.6571], [-5.0482, -1.7056, 6.0162], [-1.6568, -2.6038, 0.7946], [2.2763, -2.6935, -5.1678], [-3.5916, -0.4957, -7.9917], [-2.3123, -0.1547, 9.3248], [6.8816, -6.3522, 1.5112], [-4.1767, 2.6238, 3.5704], [-1.2360, 5.1386, -3.0977], [0.1979, 0.2959, 3.9697], [0.8038, 1.5865, 3.5338], [1.8678, 5.0093, 0.1891], [0.2080, -0.7293, 9.0323], [-3.9271, -1.9058, 5.8973], [1.2583, 1.6505, 2.0536], [2.1933, -1.4039, -3.0787], [1.1297, -1.0264, 0.1334], [0.0749, -4.2368, 1.0116], [0.6773, -0.4842, 4.9196], [-4.3294, 1.8850, 4.4301], [-1.0157, 1.3589, -1.0449], [0.3862, -2.1991, -0.5491], [0.9973, 4.0954, -3.9182], [-1.0461, -0.4743, -7.4678], [-2.4661, -0.4970, -7.7827], [-0.4948, -2.9654, 0.4322], [-4.4494, -1.9438, -5.2855], [-2.9408, 3.6297, -7.2914], [-1.2029, -0.4016, 9.1882], [-4.5278, 0.8898, 5.4715], [-3.0326, 0.1697, -3.2482], [6.3082, -5.3635, 1.5936], [1.5526, -0.2205, -2.3474], [-2.8962, 0.0365, -1.7380], [0.1420, 3.3838, 0.3043], [-2.4981, -2.1552, 5.7710], [3.5208, -3.5069, 5.5871], [-0.2558, 4.6799, -3.4722], [-1.9390, 3.0966, -6.3814], [-4.6454, -1.4919, -3.8289], [4.2337, 1.3455, -1.9956], [2.1370, -1.7350, 1.1467], [1.8841, -0.0233, -0.8509], [3.3627, -3.3479, 7.0241], [5.5796, -4.1072, 1.6982], [1.6724, -1.5754, -4.4657], [1.5823, 6.2606, -0.6031], [2.0066, 0.8708, 1.9373], [-0.8575, 0.2901, -6.7154], [-0.7258, -4.7575, 1.5387], [4.3834, -2.9377, 5.2447], [1.5916, 4.8423, -4.4449], [1.5578, 3.7372, -3.0520], [0.4713, -0.3236, -2.4349], [-4.1727, -1.0703, -5.8678], [-2.3684, -0.5590, -3.7294], [0.8549, -3.9789, 1.7338], [-4.0177, -2.0907, -3.1582], [3.2786, -1.3418, -3.1749], [-3.5359, 0.7454, -1.2022], [0.7893, -0.2395, 9.8112], [-0.7051, 3.7452, -0.2903], [-1.8406, 2.0810, -0.9764], [3.6682, -4.5598, 5.3518], [-2.8298, 1.1821, -3.6012], [-1.7825, 2.1430, 2.9480], [-1.9646, -1.6373, 6.5661], [0.1923, 2.4512, 3.8187], [-1.8865, -1.6852, 0.4089], [-2.6026, 3.5218, -8.3204], [2.0012, -2.3540, -2.5744], [-5.3548, -2.3674, -5.7191], [-0.7091, -1.4288, -7.0734], [-3.8738, 3.0829, -7.1643], [0.0611, 3.8635, 1.2870], [0.5652, -0.3953, 8.0588], [1.7178, 1.6996, 4.1291], [0.3507, -1.8058, 9.1075], [-2.1394, -1.8036, 4.8030], [-2.5356, 2.8962, 1.0028], [2.2977, 7.0204, -0.2945], [2.6343, -3.1406, 5.0649], [-3.1077, 4.6831, -7.0729], [4.5323, -4.2235, 1.4118], [0.5485, 6.5603, -0.4264], [-3.6258, 0.7920, 6.0744], [-3.6194, -2.6505, -5.3503], [1.7227, 6.0013, -1.6529], [5.6221, -3.7411, 2.7214], [-3.2695, -0.9611, -1.4742], [6.0181, -3.3607, 1.0387], [-0.2318, -1.8520, -1.3743], [1.1099, -2.9144, -0.9382], [-4.7541, -0.0725, 5.0177], [-5.6751, -1.6727, -3.5058], [0.7948, 3.2617, -4.5840], [-0.3957, 1.7039, -1.8834], [2.5880, -2.3594, -6.0754], [0.5244, -4.8593, 0.2352], [-5.3543, 1.1819, 6.1174], [-2.3165, -3.2257, 5.8502], [1.5585, -3.3884, -5.3549], [1.8169, 2.5868, 1.9420], [-0.4813, -0.2405, -8.3701], [1.8005, 0.6926, -2.8883]],
  "max_force_ev_per_a": 1.372,
  "multiplicity": 1,
  "total_energy_ev": -125532.1921,
  "charge": -2,
  "gap_ev": 6.184
}


4.
{
  "formula": "C10H30O5",
  "method": "ωB97M-V with the def2-TZVPD basis set",
  "symbols": ["O", "O", "O", "O", "O", "C", "C", "C", "C", "C", "C", "C", "C", "C", "C", "H", "H", "H", "H", "H", "H", "H", "H", "H", "H", "H", "H", "H", "H", "H", "H", "H", "H", "H", "H", "H", "H", "H", "H", "H", "H", "H", "H", "H", "H"],
  "xyz": [[-6.6825, 27.3876, 0.7448], [-4.8905, 29.3654, 2.7414], [-12.6412, 26.5916, -2.2684], [-8.1289, 28.9431, 2.5997], [-4.2196, 26.2702, 1.3617], [-4.1023, 25.0566, 2.0904], [-9.6945, 30.7758, 2.5268], [-9.2569, 29.5389, 1.8818], [-11.6649, 27.4652, -1.8502], [-5.1870, 30.4841, 0.6315], [-5.4433, 24.2877, 2.2024], [-5.0767, 30.6342, 2.1522], [-7.3295, 26.8627, -0.3504], [-8.5181, 26.0498, 0.1819], [-12.2686, 28.6462, -1.0721], [-11.6464, 29.5413, -1.0693], [-9.3562, 26.6622, 0.5144], [-5.7780, 29.0525, 2.9317], [-3.5182, 26.8762, 1.6115], [-5.7937, 23.9447, 1.2289], [-6.1740, 25.0354, 2.5108], [-12.7039, 26.7011, -3.2200], [-8.9191, 29.7551, 0.8682], [-3.3218, 24.5129, 1.5581], [-5.1296, 31.4630, 0.1555], [-10.8143, 26.9978, -1.3541], [-8.3460, 25.2988, 0.9529], [-4.2842, 30.0197, 0.2347], [-7.7679, 28.2570, 2.0335], [-11.2345, 27.8090, -2.7908], [-5.9052, 26.8527, 0.9218], [-6.0165, 31.1116, 2.4294], [-8.7904, 31.3252, 2.7890], [-3.6664, 25.3233, 3.0532], [-10.2443, 30.5888, 3.4492], [-5.3754, 23.4384, 2.8823], [-6.0662, 29.9108, 0.3375], [-12.4397, 28.4059, -0.0228], [-10.1205, 28.8772, 1.8142], [-4.3057, 31.3059, 2.5296], [-13.1946, 28.9645, -1.5509], [-7.5555, 27.6221, -1.0989], [-10.4246, 31.3722, 1.9797], [-6.6471, 26.1096, -0.7443], [-8.9979, 25.4126, -0.5610]],
  "max_force_ev_per_a": 2.565,
  "smiles": "CCO.CCO.CCO.CCO.CCO",
  "multiplicity": 1,
  "total_energy_ev": -21092.0717,
  "gap_ev": 10.579
}


5.
{
  "formula": "C5H12O3",
  "method": "ωB97M-V with the def2-TZVPD basis set",
  "symbols": ["O", "O", "O", "C", "C", "C", "C", "C", "H", "H", "H", "H", "H", "H", "H", "H", "H", "H", "H", "H"],
  "xyz": [[0.2564, -3.5073, -1.7226], [0.1999, 2.9475, 0.3289], [1.9876, -0.8798, -0.5135], [-0.4646, -0.9085, -0.2152], [-0.5349, 2.5232, 1.1812], [-1.3929, 1.2977, 0.9577], [-0.8119, -0.1274, 1.0924], [0.7459, -0.2496, -0.8513], [0.7941, 0.8118, -0.6021], [-1.8677, 1.3586, -0.0197], [0.7431, -0.3381, -1.9406], [-0.3969, -1.8631, 0.2837], [-0.6695, 3.0056, 2.1661], [1.9031, -1.2948, 0.3507], [-0.2459, -3.5804, -0.9119], [0.2743, -2.5964, -2.0132], [-1.4926, -0.7406, 1.6786], [-1.3580, -0.9171, -0.8392], [0.1068, 0.0194, 1.6593], [-2.2063, 1.3674, 1.6783]],
  "max_force_ev_per_a": 2.870,
  "smiles": "O=CCCCCO.O",
  "multiplicity": 1,
  "total_energy_ev": -11520.6121,
  "gap_ev": 10.607
}


6.
{
  "formula": "C2H3ClF2O2S",
  "method": "ωB97M-V with the def2-TZVPD basis set",
  "symbols": ["Cl", "S", "F", "F", "O", "O", "C", "C", "H", "H", "H"],
  "xyz": [[-2.6786, -1.3912, 0.6783], [-1.7368, 0.2965, -0.1669], [2.4323, 1.0559, 0.1440], [0.6620, -1.7531, -0.7429], [-1.3941, 1.2384, 0.8662], [-2.6392, 0.7542, -1.2055], [1.4648, 0.1295, 0.5061], [0.8132, -0.3825, -0.6888], [2.0267, -0.6635, 0.9836], [0.6632, 0.5068, 1.2253], [0.3865, 0.2090, -1.5995]],
  "max_force_ev_per_a": 4.436,
  "multiplicity": 1,
  "total_energy_ev": -35006.6265,
  "gap_ev": [6.787, 8.130]
}


7.
{
  "formula": "C7H22BF2N11O7",
  "method": "ωB97M-V with the def2-TZVPD basis set",
  "symbols": ["F", "F", "O", "O", "O", "O", "O", "O", "O", "N", "N", "N", "N", "N", "N", "N", "N", "N", "N", "N", "C", "C", "C", "C", "C", "C", "C", "B", "H", "H", "H", "H", "H", "H", "H", "H", "H", "H", "H", "H", "H", "H", "H", "H", "H", "H", "H", "H", "H", "H"],
  "xyz": [[-3.7787, -0.1270, -4.0533], [-1.5428, -1.2877, -2.2340], [-3.9141, 3.5883, 3.0712], [1.6805, -2.2517, 3.0575], [-2.3476, 1.5530, -4.6653], [2.1375, -3.5913, -1.8771], [0.5437, 3.2044, -4.3476], [-2.3365, -0.2439, -0.3624], [-0.2509, 2.2516, 1.9950], [0.3856, 0.1198, 1.5901], [3.5665, -3.3495, 2.4695], [1.5329, -4.3291, 2.1734], [2.8618, -2.5040, -0.0312], [-2.9255, 1.6119, 3.5523], [-2.3030, 1.1122, -2.3498], [2.4271, 2.1038, -4.9472], [0.3818, 1.1238, -5.2194], [0.7811, 1.0657, 3.6241], [3.1374, -1.5739, -2.0981], [-4.6008, 2.4151, 4.8800], [-2.0963, -0.1183, -1.5957], [1.0809, 2.2096, -4.8077], [-2.8125, 0.8725, -3.7097], [-3.8187, 2.6031, 3.7864], [2.2252, -3.2454, 2.5968], [0.2712, 1.2133, 2.3773], [2.6769, -2.6201, -1.3689], [-3.1091, 2.1454, -1.5810], [0.0183, 0.1878, 0.6545], [4.1189, -2.5636, 2.7737], [0.8064, 0.2973, -5.5999], [4.0323, -4.1561, 2.0936], [-4.2592, 2.0922, -1.3337], [3.5829, -0.7671, -1.6998], [2.9822, 2.8910, -4.6522], [1.9618, -5.1538, 1.7920], [-2.5068, 3.0659, -1.1332], [1.2130, 0.2204, 3.9551], [0.7160, 1.8576, 4.2434], [-2.3242, 1.7148, 2.7465], [3.0181, -1.6232, -3.0969], [-5.2783, 3.1306, 5.0881], [0.8111, -0.7413, 1.8869], [-4.5389, 1.6134, 5.4808], [3.3023, -1.7157, 0.4072], [0.5286, -4.2919, 2.2515], [-2.8328, 0.7952, 4.1284], [2.8888, 1.2957, -5.3229], [-0.6254, 1.1626, -5.1325], [2.5313, -3.2633, 0.5440]],
  "max_force_ev_per_a": 6.349,
  "smiles": "BN(C(=O)F)C(=O)F.NC(N)=O.NC(N)=O.NC(N)=O.NC(N)=O.NC(N)=O",
  "multiplicity": 1,
  "total_energy_ev": -44454.0033,
  "gap_ev": 8.426
}


8.
{
  "formula": "C8H12OPd",
  "method": "ωB97M-V with the def2-TZVPD basis set",
  "symbols": ["Pd", "O", "C", "C", "C", "C", "C", "C", "C", "C", "H", "H", "H", "H", "H", "H", "H", "H", "H", "H", "H", "H"],
  "xyz": [[-0.3245, 0.5499, -0.0743], [-0.0626, 0.2348, 2.1561], [0.1102, 1.5386, 2.7546], [-0.4033, 1.1149, -2.0820], [-0.2039, 1.5097, 4.2351], [-1.2676, -0.0023, -2.0632], [1.4273, -0.3476, -2.7312], [0.5474, -1.4335, -2.7727], [-0.7773, -1.2714, -2.4233], [0.9641, 0.9063, -2.3831], [-2.3326, 0.1419, -1.9349], [1.6342, 1.7567, -2.3826], [2.4714, -0.4891, -2.9779], [-0.8007, 2.1240, -2.0519], [-0.1115, 2.5112, 4.6563], [0.9135, -2.4088, -3.0672], [-1.4546, -2.1155, -2.4478], [-0.9340, -0.0944, 2.4023], [-0.5242, 2.2678, 2.2436], [1.1459, 1.8102, 2.5592], [-1.2267, 1.1669, 4.4065], [0.4756, 0.8455, 4.7691]],
  "max_force_ev_per_a": 0.289,
  "multiplicity": 1,
  "total_energy_ev": -14016.7954,
  "gap_ev": 7.792
}


9.
{
  "formula": "CH2F3NO",
  "method": "ωB97M-V with the def2-TZVPD basis set",
  "symbols": ["F", "F", "F", "O", "N", "C", "H", "H"],
  "xyz": [[1.5774, -2.6648, 2.6218], [1.9283, -0.6605, 3.2752], [-0.0902, -1.4500, 3.3123], [1.0241, -0.8111, 1.3516], [-0.1753, 0.2015, -0.3289], [1.0573, -1.4068, 2.5674], [0.3033, 0.9655, 0.2601], [0.6052, -0.1935, -0.9436]],
  "max_force_ev_per_a": 1.999,
  "multiplicity": 1,
  "total_energy_ev": -12755.1348,
  "gap_ev": [10.758, 7.735]
}


10.
{
  "formula": "C12H15ClN2O6S4SbTi",
  "method": "ωB97M-V with the def2-TZVPD basis set",
  "symbols": ["Sb", "Ti", "Cl", "S", "S", "S", "S", "O", "O", "O", "O", "O", "O", "N", "N", "C", "C", "C", "C", "C", "C", "C", "C", "C", "C", "C", "C", "H", "H", "H", "H", "H", "H", "H", "H", "H", "H", "H", "H", "H", "H", "H"],
  "xyz": [[-3.5664, -2.3945, 0.8900], [-0.9999, -0.6379, 0.4809], [2.5331, -1.8097, 1.3963], [-3.1069, -0.1072, 1.4728], [-4.6882, -3.5699, 2.4578], [-4.8629, -2.5339, -1.1918], [-1.3287, -3.0802, 0.5557], [-1.1077, 3.2211, 0.5601], [-0.4897, 1.2037, -2.1811], [-0.4788, 1.0933, 0.3909], [-2.1107, -0.6884, -1.2125], [0.4769, -1.2906, -0.8542], [-2.6036, -1.5025, -3.2121], [2.1910, 0.0959, -1.3191], [2.3325, -2.1751, -1.7686], [1.6244, -1.1240, -1.2745], [1.8322, 2.4387, 2.6352], [-2.0033, -0.7311, -2.4734], [3.0803, 2.0584, 2.1559], [2.2741, -0.1699, 1.9193], [-1.3916, 2.0944, -1.5453], [-1.0767, 0.3324, -3.1233], [0.8252, 1.5136, 2.7755], [1.0005, 0.1631, 2.4048], [-0.0916, -0.7931, 2.4293], [3.3046, 0.7403, 1.7986], [-0.9841, 2.1861, -0.0554], [-0.2475, -0.1765, -3.6258], [1.5910, 0.8835, -1.1121], [-1.6558, 0.8860, -3.8781], [1.9498, -3.0806, -1.5362], [-2.4285, 1.7368, -1.5840], [-3.8989, -2.1649, -2.0599], [4.2647, 0.4234, 1.4194], [-1.3415, 3.0905, -2.0057], [0.2426, -1.8243, 2.6084], [-0.8521, -0.5246, 3.1758], [1.6454, 3.4714, 2.8914], [3.3342, -2.1236, -1.8528], [3.0865, 0.2546, -1.7419], [3.8730, 2.7823, 2.0606], [-0.1470, 1.8326, 3.1291]],
  "max_force_ev_per_a": 2.459,
  "multiplicity": 1,
  "total_energy_ev": -113476.9270,
  "charge": -1,
  "gap_ev": 7.130
}